Molecular formula: C3H8B2FO10PPt
Method: DFT, the ωB97M-V functional and the def2-TZVPD basis

Properties
LUMO level: -13.789 eV
Relative energy (zero: lowest compared OMol25 entry of this formula, charge and spin): 171.1 kcal/mol
F_max: 10.3 eV/A
HOMO-LUMO gap: 2.60 eV
HOMO: -16.392 eV
Net charge: +2
Electronic energy: -40295.901 eV

Positions of all 26 atoms, in Å:
1 C -0.293 4.203 -0.446
2 O -0.568 2.812 -0.935
3 B 0.506 1.942 -0.337
4 O 0.570 1.922 1.135
5 O 1.400 1.258 -1.283
6 P 1.472 -0.479 -0.978
7 O 2.873 -0.938 -1.638
8 O 0.257 -1.389 -1.859
9 C -1.099 -1.123 -1.363
10 C -1.929 -2.566 -1.527
11 O -1.303 -3.672 -2.019
12 F -3.364 -2.741 -1.188
13 O 1.607 -0.897 0.707
14 O 0.888 -1.933 1.029
15 B 0.636 -1.727 2.499
16 O 1.808 -1.145 3.244
17 O -0.643 -2.007 3.179
18 H -0.804 4.338 0.620
19 H 0.847 4.463 -0.412
20 H -0.780 4.953 -1.225
21 H -0.234 1.375 1.450
22 H -1.162 -0.700 -0.274
23 H -1.622 -0.392 -2.149
24 H 1.665 -0.151 3.380
25 H -1.367 -1.663 2.546
26 Pt 0.640 -3.743 -2.158